Record 1
Entry from the Open Molecules 2025 dataset: C4H7N3 in the gas phase (wB97M-V/def2-TZVPD).

Electronic energy in Eh: -320.86248
Highest occupied orbital energy in eV: -7.830
LUMO energy in eV: 1.112
Energy relative to the best compared isomer or geometry (same formula, charge and spin) in kcal/mol: 13.1
HOMO-LUMO gap in eV: 8.942
Structure (SMILES): CNc1cc[nH]n1

The geometry in XYZ format:
```
14
Properties=species:S:1:pos:R:3:nbo_charge:R:1
C -0.86986 2.11462 -0.09461 -0.41
N -1.06134 0.80885 0.50980 -0.61
C -0.21091 -0.26473 0.29668 0.31
N -0.70036 -1.49586 0.41213 -0.34
N 0.32765 -2.29995 0.06682 -0.34
C 1.44502 -1.61829 -0.24241 -0.03
C 1.16142 -0.28126 -0.07310 -0.41
H -0.05128 2.11834 -0.82388 0.20
H -1.77762 2.42440 -0.62749 0.20
H -0.65713 2.88063 0.66167 0.19
H -2.01914 0.49286 0.53008 0.39
H 0.22822 -3.29645 0.16446 0.41
H 2.32049 -2.11821 -0.63040 0.22
H 1.86484 0.53505 -0.14976 0.23
```

---

Record 2
Entry from the Open Molecules 2025 dataset: C23H25N3O3S in the gas phase (wB97M-V/def2-TZVPD).

Electronic energy in Eh: -1679.64117
Highest occupied orbital energy in eV: -7.609
LUMO energy in eV: 0.292
Energy relative to the best compared isomer or geometry (same formula, charge and spin) in kcal/mol: 27.0
HOMO-LUMO gap in eV: 7.901
Structure (SMILES): COc1ccc2cc(CN(C[C@@H]3CCCO3)C(=S)Nc3ccccc3)c(=O)[nH]c2c1

The geometry in XYZ format:
```
55
Properties=species:S:1:pos:R:3:nbo_charge:R:1
C -6.19946 -0.62404 1.83730 -0.25
H -5.79496 -1.30735 2.59040 0.18
O -5.92421 -1.07440 0.53135 -0.48
C -4.63522 -1.16023 0.13033 0.35
C -3.53769 -0.87721 0.92459 -0.36
C -2.25424 -0.97559 0.38916 0.31
N -1.15566 -0.69402 1.14797 -0.58
C 0.15194 -0.66851 0.71265 0.63
O 1.04252 -0.40663 1.50021 -0.63
C 0.32943 -0.96209 -0.70798 -0.12
C -0.73192 -1.33200 -1.46424 -0.13
C -2.05880 -1.35856 -0.95001 -0.18
C -3.18478 -1.66547 -1.72727 -0.14
C -4.44445 -1.56949 -1.20252 -0.28
H -5.31900 -1.79176 -1.79194 0.23
H -3.04545 -1.96784 -2.75425 0.21
H -0.59308 -1.57405 -2.51054 0.21
C 1.71199 -0.80183 -1.28048 -0.25
N 2.33502 0.47551 -0.95260 -0.41
C 1.61950 1.59600 -0.70682 0.31
N 0.35529 1.61597 -1.25669 -0.64
C -0.84290 2.01944 -0.68184 0.25
C -0.93794 2.48290 0.62730 -0.29
C -2.17537 2.78952 1.16012 -0.19
C -3.32900 2.64080 0.40846 -0.25
C -3.23740 2.18614 -0.89625 -0.20
C -2.00646 1.87699 -1.43832 -0.27
H -1.93947 1.51231 -2.45418 0.20
H -4.12871 2.06325 -1.49358 0.22
H -4.29212 2.88290 0.83277 0.21
H -2.23614 3.14609 2.17812 0.21
H -0.04708 2.59278 1.22368 0.25
H 0.24262 1.09568 -2.11645 0.39
S 2.24080 2.91149 0.07038 -0.22
C 3.75241 0.43020 -0.67670 -0.25
H 4.25678 0.00453 -1.55116 0.20
H 4.08320 1.45898 -0.52903 0.25
C 4.09166 -0.41829 0.56797 0.06
C 5.39679 0.01829 1.23514 -0.42
H 5.39260 -0.28917 2.28114 0.21
C 6.43294 -0.78622 0.45449 -0.44
H 6.67282 -0.28633 -0.48457 0.20
C 5.67806 -2.09063 0.19462 -0.07
H 5.86571 -2.81974 0.99348 0.17
H 5.94033 -2.55155 -0.76326 0.18
O 4.29268 -1.77996 0.19139 -0.55
H 7.35322 -0.95147 1.00966 0.22
H 5.55152 1.09228 1.18406 0.22
H 3.23767 -0.38131 1.25075 0.25
H 2.36484 -1.57202 -0.85662 0.26
H 1.67934 -0.93924 -2.37114 0.19
H -1.28891 -0.43017 2.11730 0.42
H -3.64574 -0.56473 1.95102 0.22
H -7.28477 -0.60131 1.91849 0.20
H -5.80078 0.38117 2.00412 0.18
```